90
Properties=species:S:1:pos:R:3:mulliken_spin:R:1 method="wB97M-V/def2-TZVPD" orbital_gap_ev="2.92 / 5.06" lumo_energy_ev="-1.08 / -0.96" s_squared=8.765 multiplicity=6
Ti -0.14775 3.23521 1.79646 2.13
V 0.18868 -0.45465 -0.64895 2.63
C -2.25137 -0.12030 -3.93553 0.00
C -2.77563 -0.21074 -2.45043 0.00
O -1.79816 -0.14432 -1.46128 0.04
H -1.64421 -0.99251 -4.17782 0.00
H -1.58347 0.74004 -3.97828 0.00
H -2.97519 -0.05295 -4.74772 0.00
H -3.49722 -1.02376 -2.37033 0.00
H -3.48334 0.61608 -2.39041 0.00
C 3.69020 -0.88370 2.06672 0.00
C 3.10347 -1.46978 0.74999 0.01
O 1.71564 -1.42721 0.61116 0.01
H 3.50482 0.18625 2.16131 0.00
H 4.74738 -1.14914 2.06924 0.00
H 3.16817 -1.28997 2.93305 0.00
H 3.56768 -2.42908 0.52121 0.00
H 3.49002 -0.97343 -0.14013 0.00
C 2.60590 -1.52590 -3.60041 0.00
C 2.37604 -0.06127 -3.20814 0.00
O 1.31119 0.22349 -2.31973 0.06
H 3.49981 -1.61244 -4.21809 0.00
H 1.73233 -1.77747 -4.20183 0.00
H 2.68436 -2.14291 -2.70528 0.00
H 2.43811 0.55116 -4.10768 0.00
H 3.30957 0.22905 -2.72611 0.00
F 0.28206 1.29361 0.47004 -0.04
C -4.48191 -4.04242 2.90687 0.00
C -3.01402 -3.67864 2.68712 0.00
C -2.16623 -4.60698 1.80717 0.00
O -1.50211 -3.77932 0.89990 0.00
C -1.81195 -2.47474 1.24320 0.01
O -1.18910 -1.51231 0.86360 0.06
O -2.86899 -2.42642 2.07678 0.00
H -4.89504 -3.12589 3.32806 0.00
H -4.47208 -4.84760 3.64151 0.00
H -5.02463 -4.31705 2.00236 0.00
H -2.52749 -3.66858 3.66246 0.00
H -2.81164 -5.32159 1.29640 0.00
H -1.40453 -5.09128 2.41820 0.00
C 1.37804 -4.43808 -1.96910 0.00
C 0.14342 -3.47984 -2.16325 0.01
O 0.02969 -2.42401 -1.55931 -0.03
C -0.99160 -4.03400 -3.01434 0.00
H 1.65267 -4.86670 -2.93292 0.00
H 1.00359 -5.24830 -1.34345 0.00
H 2.20856 -4.00234 -1.41371 0.00
H -0.74365 -4.93548 -3.57466 0.00
H -1.30195 -3.26627 -3.72312 0.00
H -1.79515 -4.17616 -2.29171 0.00
C -3.80757 0.86259 1.45918 0.00
C -3.22415 2.20741 1.11090 0.00
O -2.37973 2.67410 1.83860 0.01
C -3.70452 2.93954 -0.10239 0.02
H -3.21629 0.24507 2.13532 0.00
H -3.94394 0.26992 0.55462 0.00
H -4.77205 1.08115 1.91755 0.00
H -3.38430 2.31168 -0.93386 -0.01
H -3.28654 3.94295 -0.18330 0.00
H -4.78216 3.04052 0.02647 0.00
C -0.64082 -0.22999 3.93910 0.00
C 0.03325 1.03097 4.51459 0.02
O 0.25049 2.02601 3.81846 0.01
C 0.41340 0.96415 5.97483 0.00
H -1.40151 -0.67671 4.57933 0.00
H 0.14946 -0.95309 3.73741 0.00
H -0.97516 0.08262 2.94986 0.01
H 1.02546 0.07154 6.10419 0.00
H -0.42865 0.93929 6.66653 0.00
H 0.99659 1.85582 6.20487 0.00
C 4.29132 4.71984 1.08532 0.00
C 3.10221 3.86087 0.74742 0.00
O 1.98583 4.15540 1.09950 0.01
C 3.42074 2.62610 -0.07452 0.00
H 5.00309 4.23027 1.75001 0.00
H 3.95527 5.66213 1.51805 0.00
H 4.80592 4.95461 0.15356 0.00
H 2.58797 1.92433 -0.12059 0.02
H 4.27631 2.07258 0.31241 0.00
H 3.69523 2.88004 -1.09837 0.00
C 2.14537 4.55917 -3.12319 0.00
C 0.58652 4.29688 -3.07049 0.00
O -0.13451 4.93683 -3.75298 0.00
C -0.02351 3.37997 -2.02781 -0.03
H 2.68793 3.67667 -3.46219 0.00
H 2.39428 4.86232 -2.10622 0.00
H 2.40063 5.38878 -3.78250 0.00
H 0.08999 3.82035 -1.03721 0.05
H 0.24797 2.32675 -2.09940 0.00
H -1.11253 3.41129 -2.06191 -0.01

***

90
Properties=species:S:1:pos:R:3:lowdin_charge:R:1 method="wB97M-V/def2-TZVPD" orbital_gap_ev=5.63 lumo_energy_ev=-2.46 total_charge=+1 relative_energy_kj_mol=0.0
Tl 11.57246 10.88561 12.30334 0.60
C 14.23254 9.87408 15.40092 -0.57
C 12.86859 9.57204 16.03293 -0.52
S 11.53582 10.56283 15.37049 0.77
C 11.90978 12.14511 16.15976 -0.53
C 11.36683 13.39016 15.48236 -0.51
S 11.75266 13.57103 13.73725 0.83
C 13.51598 13.81248 13.87237 -0.51
C 14.29113 13.72102 12.53950 -0.52
S 14.63348 12.06309 11.94736 0.77
C 16.05618 11.63035 12.99412 -0.50
C 16.06400 10.14009 13.37988 -0.48
S 14.36770 9.49487 13.68028 0.74
H 14.98687 9.28226 15.90898 0.08
H 14.43190 10.91647 15.51955 0.04
H 12.89186 9.68758 17.12196 0.09
H 12.60865 8.52424 15.83352 0.08
H 13.00872 12.20550 16.22012 0.06
H 11.61936 12.08932 17.23065 0.10
H 11.73223 14.31101 15.96812 0.09
H 10.28337 13.41292 15.63137 0.09
H 13.94222 13.07312 14.51904 0.04
H 13.67359 14.79799 14.32790 0.09
H 15.24654 14.22834 12.56951 0.08
H 13.72386 14.22754 11.79831 0.04
H 16.06186 12.18516 13.94108 0.08
H 16.92967 11.93864 12.38134 0.08
H 16.71719 9.91215 14.22068 0.08
H 16.45027 9.60434 12.51069 0.07
C 9.14359 7.42227 10.49969 -0.03
N 8.09260 7.26914 11.50518 -0.09
C 7.25597 6.06076 11.47475 -0.16
C 6.55456 5.85893 12.78393 -0.17
C 5.94742 7.14008 13.31414 -0.14
N 6.99938 8.19564 13.34073 -0.09
C 6.85069 9.26238 14.30292 -0.04
C 8.01062 8.30904 12.41039 -0.47
O 8.82540 9.24191 12.40509 -0.04
H 8.96931 6.71368 9.67129 0.09
H 10.10544 7.22785 10.98374 0.08
H 9.14840 8.45902 10.17907 0.07
H 7.96188 5.23528 11.21626 0.14
H 6.51795 6.16734 10.69922 0.11
H 7.25093 5.45582 13.54206 0.13
H 5.75120 5.13315 12.60756 0.12
H 5.61276 7.04210 14.36316 0.12
H 5.09412 7.48141 12.71489 0.13
H 6.51670 8.86051 15.26938 0.09
H 6.07549 9.94875 13.98712 0.09
H 7.79759 9.74304 14.39793 0.07
C 8.42703 14.47281 10.38123 -0.14
C 9.76983 14.66990 10.38357 -0.15
C 10.68550 13.60914 10.52553 -0.20
C 10.20160 12.24811 10.61582 -0.35
C 8.80496 12.04299 10.44342 -0.18
C 7.95360 13.17676 10.61513 -0.11
H 7.73531 15.27591 10.13400 0.10
H 10.12855 15.68494 10.35204 0.09
H 11.73411 13.79073 10.67174 0.04
H 8.33089 11.04598 10.39785 0.07
H 6.90407 12.95238 10.81807 0.09
N 9.65923 12.48624 6.64093 0.23
C 10.51983 11.45217 6.02071 -0.15
C 11.84788 11.31359 6.72268 -0.27
N 11.73267 10.68189 8.01833 0.02
H 8.73223 12.29379 6.34934 0.16
H 9.86439 13.40472 6.41441 0.14
H 9.71570 12.46594 7.62769 0.12
H 10.71131 11.79449 4.96293 0.15
H 9.92143 10.54486 6.05051 0.13
H 12.30302 12.30044 6.85450 0.13
H 12.53832 10.69867 6.13348 0.12
H 11.32491 9.74371 7.98061 0.08
H 11.25757 11.23029 8.75910 0.03
C 13.39340 5.63685 11.39485 -0.12
O 14.28279 6.39025 10.54890 -0.37
P 13.84614 7.88119 9.99409 0.82
O 12.91581 7.59911 8.69389 -0.40
C 13.01527 6.33158 7.97990 -0.10
O 15.31750 8.17107 9.36710 -0.35
C 15.42168 9.36221 8.57287 -0.13
H 13.52410 4.58545 11.10136 0.09
H 12.34323 5.94469 11.30099 0.07
H 13.71670 5.75264 12.42414 0.08
H 12.32029 5.59888 8.41871 0.08
H 14.04951 5.99014 8.01113 0.08
H 12.76403 6.53792 6.91713 0.09
H 14.45542 9.58036 8.05534 0.06
H 16.22593 9.18056 7.84536 0.09
H 15.66547 10.23028 9.18814 0.07

***

100
Properties=species:S:1:pos:R:3:lowdin_charge:R:1 method="wB97M-V/def2-TZVPD" orbital_gap_ev=6.30 lumo_energy_ev=2.20 total_charge=-1
C -1.65281 0.60738 -0.75579 -0.05
C -2.19002 1.10408 0.39908 -0.23
C -3.41353 0.32273 1.03567 -0.35
P -3.02963 0.10853 2.89967 0.40
O -1.86673 -1.22908 2.39632 -0.32
C -0.70406 -0.96780 2.96192 -0.53
N 0.09951 -0.82440 3.77316 0.13
H -1.23567 1.25361 -1.55975 0.04
H -1.58490 -0.49871 -0.85624 0.05
H -1.72863 2.00238 0.87047 0.08
H -4.39922 0.80739 0.84486 0.07
H -3.38963 -0.70764 0.59016 0.06
H -4.14587 -0.81842 3.00451 -0.05
H -2.68064 -0.21401 4.28113 -0.04
H -1.88853 1.02833 2.82111 -0.03
H -3.84923 1.23009 3.29858 -0.06
C -1.41781 6.58024 2.41118 -0.05
O -2.50752 5.80123 1.92399 0.01
C -3.19842 6.38071 0.93773 -0.61
O -2.97158 7.46176 0.45585 0.11
O -4.18858 5.55381 0.57849 0.01
C -5.01101 6.05130 -0.47303 -0.05
H -0.93692 6.01001 3.20364 0.10
H -0.68866 6.75975 1.62043 0.10
H -1.77410 7.52324 2.82788 0.09
H -4.42576 6.20518 -1.38024 0.10
H -5.50440 6.97640 -0.17186 0.09
H -5.77331 5.30112 -0.67499 0.09
C 1.55963 -2.41830 -0.34593 -0.03
O 0.75363 -2.52952 -1.52087 -0.02
C 1.35550 -3.11726 -2.55697 -0.63
O 2.47973 -3.54583 -2.57836 0.13
O 0.48322 -3.14205 -3.57215 -0.01
C 0.98464 -3.74270 -4.76362 -0.05
H 0.96282 -1.92559 0.42090 0.09
H 1.84680 -3.40461 0.02070 0.10
H 2.44258 -1.80792 -0.54210 0.09
H 1.24629 -4.78702 -4.58785 0.10
H 1.84413 -3.18832 -5.14153 0.10
H 0.19192 -3.70384 -5.50879 0.09
C -7.10157 -0.34195 -2.89930 -0.05
O -6.20573 -1.08036 -2.07484 0.00
C -5.21597 -1.68371 -2.74353 -0.61
O -5.04335 -1.64566 -3.93600 0.11
O -4.45748 -2.33260 -1.86048 0.00
C -3.35224 -3.02864 -2.43491 -0.04
H -7.85600 0.09937 -2.25027 0.09
H -6.57543 0.46087 -3.41707 0.10
H -7.59865 -0.99933 -3.61413 0.09
H -2.67690 -2.33349 -2.93430 0.10
H -3.69917 -3.79534 -3.12941 0.10
H -2.81061 -3.51499 -1.62571 0.09
C -0.25330 -8.66388 2.26860 -0.06
O -1.12547 -7.55302 2.45189 0.00
C -0.60054 -6.37569 2.07587 -0.62
O 0.50178 -6.21180 1.61798 0.12
O -1.50905 -5.42876 2.29706 0.01
C -1.08325 -4.10672 1.93967 -0.03
H -0.78151 -9.55482 2.60474 0.09
H -0.00087 -8.78607 1.21451 0.09
H 0.65007 -8.54790 2.86864 0.10
H -0.86635 -4.04776 0.87147 0.09
H -0.21391 -3.80963 2.52713 0.10
H -1.89684 -3.42275 2.16049 0.08
C 2.96492 -0.16586 2.29196 -0.05
O 3.84492 0.02818 1.17253 -0.04
C 5.03435 -0.57006 1.29790 -0.63
O 5.39958 -1.22711 2.23654 0.13
O 5.74996 -0.30998 0.19283 -0.01
C 7.05045 -0.89309 0.19011 -0.05
H 2.03707 0.35942 2.07864 0.08
H 2.73983 -1.22317 2.42498 0.09
H 3.39826 0.25277 3.20032 0.10
H 6.98516 -1.98039 0.23992 0.10
H 7.64823 -0.50592 1.01631 0.10
H 7.53203 -0.61667 -0.74641 0.09
C 1.43639 0.72291 -2.97250 -0.03
O 0.62160 1.37968 -3.94552 0.01
C 0.73152 0.88173 -5.17738 -0.61
O 1.43446 -0.03784 -5.51188 0.12
O -0.07810 1.58290 -5.98192 0.00
C -0.06300 1.15526 -7.34099 -0.05
H 1.26476 1.20737 -2.01350 0.09
H 1.15619 -0.32667 -2.88304 0.08
H 2.49287 0.82007 -3.22628 0.10
H -0.40225 0.12215 -7.42363 0.10
H 0.93372 1.26782 -7.76949 0.10
H -0.75220 1.79209 -7.89289 0.09
C 4.65456 5.38040 5.96280 -0.05
O 4.18306 4.44697 4.99454 0.01
C 5.04325 4.20810 3.99807 -0.61
O 6.13370 4.70446 3.87177 0.12
O 4.48125 3.32480 3.17045 0.01
C 5.29182 2.97165 2.04947 -0.03
H 3.87671 5.49238 6.71591 0.09
H 5.55777 5.00892 6.44808 0.10
H 4.83718 6.35273 5.50375 0.10
H 6.22058 2.50356 2.37909 0.10
H 5.49986 3.84725 1.43347 0.10
H 4.73870 2.25155 1.45051 0.08

***

no.,maximum force (eV/Å)
1,3.2
2,2.8
3,4.3